This record from the Open Molecules 2025 dataset describes a cluster of 8 separate species, C52H118F6N8O6S2 in total. The level of theory is ωB97M-V/def2-TZVPD.

HOMO level (eV): -21.4
F_max (eV/A): 4.273
Charge: +6
Energy above the lowest of the compared OMol25 structures with the same formula, charge and spin (kcal/mol): 168.8

```
192
C52H118F6N8O6S2 | the Open Molecules 2025 dataset | ωB97M-V/def2-TZVPD
C 8.89 -6.46 -9.43
N 7.90 -5.27 -9.71
C 7.87 -4.56 -8.37
C 8.46 -4.37 -10.79
C 6.48 -5.91 -9.93
C 5.47 -4.88 -10.41
O 5.08 -3.91 -9.46
H 8.48 -7.12 -8.67
H 9.88 -6.07 -9.22
H 8.99 -6.87 -10.43
H 7.16 -3.75 -8.47
H 8.85 -4.19 -8.06
H 7.64 -5.32 -7.62
H 9.52 -4.35 -10.53
H 7.98 -3.43 -10.52
H 8.24 -4.79 -11.77
H 6.24 -6.33 -8.96
H 6.56 -6.63 -10.74
H 4.57 -5.50 -10.48
H 5.56 -4.43 -11.41
H 4.13 -3.60 -9.62
C 1.35 -7.33 -5.88
N 1.36 -5.95 -6.51
C 0.19 -5.80 -7.50
C 1.11 -4.96 -5.39
C 2.72 -5.67 -7.25
C 3.74 -4.88 -6.47
O 4.20 -5.69 -5.41
H 1.59 -8.06 -6.65
H 0.35 -7.43 -5.45
H 2.02 -7.36 -5.03
H 0.38 -4.74 -7.69
H -0.72 -6.10 -7.00
H 0.45 -6.41 -8.36
H 0.20 -5.08 -4.80
H 1.21 -3.96 -5.80
H 1.90 -5.05 -4.64
H 2.41 -5.04 -8.07
H 3.08 -6.62 -7.63
H 3.44 -3.89 -6.13
H 4.60 -4.79 -7.14
H 5.10 -5.44 -5.18
C 0.63 2.50 -6.09
C 1.56 1.37 -5.64
C 1.22 1.08 -4.16
N 1.73 -0.26 -3.61
C 1.13 -1.44 -4.42
C 1.18 -0.50 -2.19
C 2.26 -1.35 -1.46
C 3.43 -1.53 -2.48
C 3.26 -0.31 -3.46
H -0.44 2.29 -6.01
H 0.70 2.82 -7.13
H 0.84 3.37 -5.47
H 2.59 1.72 -5.72
H 1.50 0.42 -6.17
H 0.14 0.99 -4.08
H 1.55 1.79 -3.40
H 0.15 -1.09 -4.71
H 1.25 -2.37 -3.86
H 1.79 -1.49 -5.28
H 0.21 -0.98 -2.15
H 1.09 0.42 -1.60
H 1.83 -2.32 -1.21
H 2.70 -0.93 -0.56
H 3.22 -2.42 -3.08
H 4.39 -1.61 -1.98
H 3.82 -0.29 -4.38
H 3.47 0.62 -2.93
C -2.46 -3.70 -15.18
C -3.32 -3.33 -13.99
C -2.90 -3.66 -12.55
N -3.36 -2.70 -11.46
C -2.86 -1.26 -11.57
C -2.81 -3.16 -10.09
C -3.85 -2.55 -9.09
C -5.21 -2.61 -9.80
C -4.88 -2.76 -11.30
H -2.28 -4.77 -15.25
H -1.53 -3.16 -14.98
H -2.89 -3.40 -16.13
H -4.26 -3.86 -14.16
H -3.71 -2.35 -14.28
H -1.81 -3.51 -12.57
H -2.96 -4.70 -12.26
H -3.24 -0.98 -12.55
H -1.80 -1.07 -11.42
H -3.49 -0.72 -10.86
H -1.79 -2.82 -9.94
H -2.93 -4.24 -10.12
H -3.55 -1.54 -8.82
H -3.91 -3.16 -8.20
H -5.78 -1.75 -9.45
H -5.87 -3.40 -9.43
H -5.39 -2.03 -11.92
H -5.21 -3.76 -11.62
C -0.18 -8.26 -17.31
C 0.32 -9.17 -16.13
C 0.80 -8.27 -14.97
N 0.99 -8.91 -13.60
C -0.31 -9.39 -12.98
C 1.93 -10.06 -13.68
C 2.51 -10.24 -12.30
C 2.64 -8.84 -11.75
C 1.76 -7.94 -12.67
H -0.33 -7.21 -17.03
H -1.14 -8.67 -17.61
H 0.50 -8.31 -18.16
H 0.91 -10.00 -16.51
H -0.53 -9.66 -15.65
H 0.01 -7.56 -14.72
H 1.69 -7.72 -15.28
H -0.08 -9.62 -11.94
H -0.56 -10.33 -13.46
H -1.14 -8.70 -13.11
H 1.43 -10.91 -14.13
H 2.75 -9.75 -14.33
H 1.75 -10.71 -11.68
H 3.48 -10.72 -12.39
H 2.21 -8.69 -10.76
H 3.65 -8.45 -11.66
H 0.93 -7.47 -12.16
H 2.38 -7.20 -13.17
C 11.43 -3.24 -15.30
C 10.78 -2.13 -14.51
C 9.46 -2.43 -13.78
N 8.24 -1.84 -14.53
C 8.07 -2.38 -15.92
C 8.27 -0.30 -14.32
C 7.91 -0.05 -12.92
C 6.86 -1.13 -12.62
C 6.99 -2.19 -13.69
H 11.83 -4.04 -14.68
H 12.29 -2.93 -15.89
H 10.69 -3.51 -16.06
H 10.75 -1.09 -14.86
H 11.53 -1.78 -13.79
H 9.41 -1.99 -12.79
H 9.37 -3.51 -13.68
H 8.23 -3.46 -15.92
H 8.86 -1.94 -16.53
H 7.05 -2.24 -16.29
H 7.49 -0.02 -15.03
H 9.26 0.05 -14.60
H 7.42 0.93 -12.91
H 8.68 0.16 -12.18
H 5.90 -0.61 -12.63
H 6.98 -1.49 -11.59
H 6.21 -2.30 -14.44
H 7.12 -3.17 -13.23
C 0.56 5.51 -14.89
C 0.17 4.02 -15.10
C 0.99 3.07 -14.21
N 0.49 1.61 -14.14
C -0.83 1.72 -13.39
C 1.51 0.74 -13.35
C 2.43 0.24 -14.46
C 1.75 0.39 -15.81
C 0.36 0.81 -15.46
H 1.64 5.65 -14.97
H 0.24 5.88 -13.92
H 0.17 6.21 -15.63
H 0.19 3.79 -16.17
H -0.85 4.16 -14.74
H 1.00 3.28 -13.14
H 2.04 3.08 -14.50
H -1.55 2.09 -14.11
H -0.66 2.35 -12.52
H -1.13 0.69 -13.21
H 0.86 0.02 -12.86
H 1.92 1.31 -12.52
H 2.81 -0.75 -14.20
H 3.35 0.82 -14.48
H 1.79 -0.41 -16.55
H 2.24 1.18 -16.38
H -0.28 -0.07 -15.34
H -0.24 1.46 -16.10
C 1.94 -3.96 -12.53
F 3.19 -4.33 -12.84
F 1.82 -2.65 -12.81
F 1.15 -4.72 -13.25
S 1.57 -4.38 -10.66
O 0.13 -4.24 -10.46
O 1.95 -5.76 -10.40
N 2.60 -3.21 -9.92
S 1.65 -2.00 -9.58
O 0.78 -1.48 -10.64
O 1.06 -2.36 -8.27
C 2.97 -0.74 -9.13
F 3.56 -0.40 -10.29
F 2.42 0.31 -8.56
F 3.85 -1.26 -8.29
```


This record from the Open Molecules 2025 dataset describes a cluster of 13 separate species, C52H120F18N7O19 in total. The level of theory is ωB97M-V/def2-TZVPD.

HOMO level (eV): -10.6
F_max (eV/A): 3.578
Charge: +1

```
216
C52H120F18N7O19 | the Open Molecules 2025 dataset | ωB97M-V/def2-TZVPD
C -0.19 8.42 -0.14
C -1.36 7.50 0.24
C -2.65 7.92 -0.47
O -2.45 7.86 -1.89
C -3.43 8.65 -2.53
N -1.06 6.13 -0.13
H -1.36 5.89 -1.09
H 0.26 5.07 -0.56
H -1.54 5.51 0.54
H -0.16 8.38 -1.25
H 0.70 7.96 0.30
H -0.38 9.48 0.19
H -1.58 7.60 1.29
H -2.98 8.94 -0.26
H -3.49 7.26 -0.26
H -3.02 9.66 -2.77
H -4.27 8.72 -1.84
H -3.69 8.20 -3.46
C 5.78 2.43 3.54
C 5.39 2.53 2.07
C 5.55 1.18 1.43
O 5.10 1.21 0.07
C 5.32 0.00 -0.64
N 3.99 3.00 1.78
H 3.68 3.66 2.48
H 3.85 3.22 0.79
H 1.62 2.38 1.60
H 5.74 1.39 3.89
H 5.10 2.95 4.23
H 6.75 2.77 3.75
H 6.11 3.21 1.54
H 4.85 0.51 1.97
H 6.54 0.78 1.52
H 4.78 -0.86 -0.14
H 6.35 -0.40 -0.63
H 4.85 0.02 -1.61
C -6.37 3.44 0.99
C -5.53 2.23 1.25
C -6.13 1.00 0.64
O -5.26 -0.08 1.02
C -5.71 -1.31 0.38
N -4.12 2.56 0.91
H -3.43 1.81 0.82
H -4.06 3.06 0.06
H -3.09 3.44 2.14
H -6.14 3.84 0.00
H -5.99 4.15 1.70
H -7.42 3.20 1.17
H -5.56 1.97 2.30
H -6.11 1.07 -0.48
H -7.17 0.85 0.96
H -4.99 -2.14 0.62
H -5.72 -1.21 -0.74
H -6.77 -1.47 0.63
C -1.81 -3.10 -5.83
C -1.36 -3.49 -7.33
C -0.45 -2.32 -7.69
O 0.67 -2.31 -6.81
C 2.06 -2.37 -7.29
N -0.63 -4.71 -7.38
H -0.67 -4.99 -8.36
H 0.75 -4.82 -6.20
H -1.11 -5.38 -6.87
H -2.37 -2.14 -5.91
H -0.98 -3.04 -5.14
H -2.61 -3.79 -5.56
H -2.32 -3.58 -7.91
H -1.01 -1.37 -7.63
H -0.11 -2.42 -8.75
H 2.67 -2.06 -6.44
H 2.19 -1.63 -8.15
H 2.29 -3.39 -7.59
C 5.36 -3.71 4.48
C 4.57 -2.40 4.43
C 3.32 -2.50 3.52
O 3.78 -2.92 2.26
C 2.94 -2.42 1.15
N 3.97 -1.96 5.79
H 2.93 -2.01 5.74
H 4.35 -2.50 6.51
H 4.22 -0.94 5.88
H 5.44 -4.13 3.51
H 4.78 -4.44 5.00
H 6.32 -3.54 4.97
H 5.31 -1.66 4.15
H 2.80 -1.54 3.50
H 2.61 -3.27 3.94
H 2.92 -1.34 1.16
H 1.97 -2.81 1.33
H 3.38 -2.85 0.25
C 0.32 -0.11 -1.13
C -1.01 -0.13 -0.40
C -1.08 -1.09 0.78
O -0.85 -2.44 0.32
C -0.88 -3.30 1.37
N -1.46 1.22 0.28
H -1.31 2.07 -0.21
H -0.70 1.97 -8.21
H -0.74 1.43 0.96
H 0.54 0.62 -1.93
H 0.57 -1.07 -1.58
H 1.19 0.06 -0.41
H -1.92 -0.37 -1.06
H -2.09 -1.03 1.25
H -0.17 -0.84 1.52
H -1.79 -3.32 2.00
H -0.02 -3.07 2.11
H -0.78 -4.35 1.04
C -4.75 -5.56 5.33
C -4.21 -5.63 3.91
C -4.60 -4.37 3.20
O -4.16 -4.33 1.81
C -4.54 -5.44 1.00
N -2.74 -5.73 3.72
H -2.41 -4.81 3.99
H -2.37 -6.31 4.52
H -1.15 -6.44 2.56
H -4.20 -4.82 5.95
H -4.74 -6.51 5.86
H -5.82 -5.21 5.43
H -4.75 -6.46 3.41
H -4.04 -3.56 3.72
H -5.68 -4.11 3.09
H -5.52 -5.86 1.24
H -3.82 -6.31 1.04
H -4.71 -5.04 -0.08
C 0.86 2.57 3.37
O 1.51 3.73 3.56
O 0.81 2.16 2.05
C 1.59 1.48 4.17
F 2.74 1.19 3.61
F 1.86 1.74 5.40
F 0.78 0.40 4.21
C 0.77 4.94 3.13
C 1.64 6.17 3.52
H 0.90 6.97 3.56
H 2.07 6.07 4.52
H 2.34 6.43 2.76
H -0.23 4.94 3.60
H 0.44 4.95 2.10
H -0.27 2.68 3.62
C 0.78 -6.91 2.47
O 0.65 -7.19 3.86
O -0.41 -6.52 1.87
C 1.75 -5.75 2.48
F 1.34 -4.60 3.08
F 2.86 -6.21 3.08
F 2.02 -5.46 1.19
C 0.15 -8.52 4.14
C -0.33 -8.45 5.55
H -0.39 -9.44 6.03
H 0.18 -7.67 6.15
H -1.34 -8.04 5.60
H 0.98 -9.21 4.06
H -0.64 -8.85 3.45
H 1.29 -7.71 1.91
C 0.53 2.85 -6.97
O 1.65 2.70 -7.78
O -0.69 2.78 -7.67
C 0.65 1.74 -5.93
F 1.90 1.68 -5.42
F -0.22 1.91 -4.94
F 0.48 0.50 -6.39
C 1.82 3.92 -8.49
C 3.16 3.95 -9.23
H 3.99 4.06 -8.51
H 3.29 3.04 -9.82
H 3.16 4.81 -9.85
H 1.80 4.80 -7.88
H 1.08 3.96 -9.29
H 0.45 3.88 -6.54
C 1.58 -5.77 -4.58
O 0.89 -4.81 -3.84
O 1.53 -5.47 -6.00
C 3.14 -5.61 -4.31
F 3.90 -6.31 -5.11
F 3.66 -4.37 -4.39
F 3.41 -6.00 -2.98
C 0.10 -5.28 -2.72
C 0.71 -5.15 -1.35
H -0.09 -5.38 -0.66
H 1.58 -5.86 -1.20
H 0.96 -4.09 -1.07
H -0.08 -6.38 -2.90
H -0.84 -4.66 -2.73
H 1.27 -6.83 -4.34
C 1.39 4.30 -1.96
O 2.62 4.93 -1.74
O 0.64 4.21 -0.86
C 0.74 5.05 -3.22
F 0.44 6.32 -2.96
F 1.64 5.05 -4.21
F -0.33 4.41 -3.73
C 3.64 4.03 -2.24
C 4.99 4.62 -1.90
H 5.10 5.74 -2.05
H 5.22 4.54 -0.80
H 5.75 4.11 -2.40
H 3.42 4.04 -3.37
H 3.62 3.03 -1.87
H 1.46 3.30 -2.41
C -2.79 3.78 4.06
O -3.70 2.77 4.30
O -2.47 3.92 2.70
C -3.47 5.04 4.66
F -3.89 4.86 5.90
F -2.43 5.92 4.73
F -4.39 5.50 3.83
C -3.14 1.47 4.22
C -4.22 0.42 4.46
H -4.73 0.53 5.48
H -4.95 0.37 3.65
H -3.72 -0.56 4.47
H -2.45 1.47 5.03
H -2.56 1.27 3.29
H -1.86 3.60 4.66
```


Energy readings, ordered: -4334.74768 -5663.28512 Eh